No. 1
Entry from the Open Molecules 2025 dataset: 14 unconnected molecules or ions with the total composition H28O14 in a non-equilibrium geometry (the ωB97M-V functional and the def2-TZVPD basis).

Orbital gap   10.03 eV
LUMO energy   -0.411 eV
Relative energy (zero: lowest compared OMol25 entry of this formula, charge and spin)   76.82 kcal per mole
Molecular weight   252.21 g mol⁻¹

Last column: natural (NBO) charge in e.
CARTESIAN COORDINATES (ANGSTROEM)
O  -1.544  -3.882  -0.099  -0.9286
H  -1.434  -2.965  0.110  0.4477
H  -0.721  -4.382  -0.026  0.4882
O  -2.904  2.352  -2.473  -0.9474
H  -2.320  1.583  -2.564  0.4877
H  -2.325  2.975  -2.031  0.4562
O  0.926  -4.158  1.158  -0.9584
H  1.674  -3.954  1.732  0.4910
H  1.357  -4.026  0.294  0.4704
O  -0.468  -1.178  -1.132  -0.9578
H  -0.624  -2.045  -0.800  0.4487
H  -1.253  -0.828  -1.538  0.5001
O  4.087  -0.773  2.515  -0.9747
H  4.223  -0.543  3.426  0.4854
H  3.229  -0.693  2.123  0.4891
O  1.315  2.907  -0.031  -0.9986
H  0.786  3.671  -0.265  0.4785
H  0.938  2.177  0.456  0.5123
O  -4.151  0.243  -1.164  -0.9635
H  -4.986  0.649  -1.430  0.4814
H  -3.590  0.905  -0.750  0.4809
O  -0.158  1.225  1.807  -0.9976
H  0.414  0.549  2.115  0.5113
H  -1.024  0.921  1.536  0.4999
O  0.870  1.464  4.393  -0.9581
H  0.064  1.338  3.902  0.4790
H  0.893  0.939  5.203  0.4742
O  -0.298  1.110  -3.135  -0.9874
H  -0.405  2.025  -3.370  0.4923
H  0.237  0.539  -3.681  0.5000
O  -2.371  2.768  1.736  -0.9691
H  -1.557  2.637  2.205  0.4865
H  -2.451  3.694  1.466  0.4790
O  2.266  -2.811  -3.477  -0.9145
H  1.728  -2.842  -2.668  0.4538
H  1.497  -2.611  -4.023  0.4611
O  2.057  2.082  -2.723  -0.9488
H  2.018  1.377  -2.054  0.4720
H  1.807  2.819  -2.173  0.4729
O  0.916  -1.495  2.026  -0.9777
H  0.879  -1.515  1.054  0.4865
H  0.404  -2.246  2.352  0.4957

No. 2
Entry from the Open Molecules 2025 dataset: a molecular structure, H28O14 in a non-equilibrium geometry (the ωB97M-V functional and the def2-TZVPD basis).

Orbital gap   6.88 eV
LUMO energy   -1.160 eV
Relative energy (zero: lowest compared OMol25 entry of this formula, charge and spin)   249.57 kcal per mole
Molecular weight   252.21 g mol⁻¹

Last column: natural (NBO) charge in e.
CARTESIAN COORDINATES (ANGSTROEM)
O  4.177  0.628  1.069  -1.0283
H  3.632  1.321  0.687  0.4318
H  3.541  -0.139  0.688  0.4391
O  0.712  -2.813  -0.815  -0.9897
H  -0.021  -2.617  -0.288  0.4500
H  0.796  -1.803  -1.205  0.4790
O  0.994  -0.388  1.997  -0.8471
H  1.457  -0.822  2.752  0.5219
H  0.128  -0.746  1.794  0.5266
O  -1.884  -1.471  -1.959  -0.8947
H  -1.620  -2.248  -1.516  0.5018
H  -2.347  -1.814  -2.641  0.4890
O  2.803  2.116  0.475  -0.8867
H  1.876  1.886  0.198  0.5108
H  2.754  2.718  1.204  0.5036
O  -2.653  0.462  -2.152  -0.9902
H  -1.975  0.651  -2.803  0.4736
H  -2.559  -0.445  -1.934  0.4403
O  0.722  1.602  2.572  -1.0568
H  0.052  2.147  2.197  0.4470
H  0.663  0.641  2.231  0.4450
O  1.097  -0.512  -2.236  -0.8847
H  0.311  -0.330  -2.729  0.4738
H  1.469  -0.905  -2.912  0.4727
O  2.691  -1.722  1.130  -0.9609
H  2.198  -2.273  0.635  0.4670
H  2.103  -1.125  1.588  0.4440
O  -3.262  2.050  1.806  -0.9754
H  -3.116  1.560  0.832  0.4724
H  -3.003  1.151  2.333  0.4329
O  -1.134  -1.728  1.060  -0.9910
H  -1.170  -2.451  1.666  0.5001
H  -2.009  -1.504  0.674  0.5105
O  0.256  0.809  0.007  -0.9478
H  -0.603  0.468  -0.063  0.4673
H  0.819  0.126  -0.308  0.4878
O  0.835  2.156  -2.373  -0.9491
H  0.719  3.019  -2.690  0.4661
H  0.110  2.045  -1.713  0.4795
O  -2.899  0.190  0.451  -0.9226
H  -3.746  -0.145  0.712  0.4977
H  -2.919  0.265  -0.426  0.4935

No. 3
Entry from the Open Molecules 2025 dataset: 14 unconnected molecules or ions with the total composition H28O14 in a non-equilibrium geometry (the ωB97M-V functional and the def2-TZVPD basis).

Orbital gap   9.82 eV
LUMO energy   -0.184 eV
Relative energy (zero: lowest compared OMol25 entry of this formula, charge and spin)   54.67 kcal per mole
Molecular weight   252.21 g mol⁻¹

Last column: natural (NBO) charge in e.
CARTESIAN COORDINATES (ANGSTROEM)
O  1.584  -0.756  -2.581  -0.9897
H  1.879  0.031  -2.122  0.4995
H  2.267  -1.372  -2.840  0.4904
O  -0.591  1.519  3.570  -0.9509
H  -0.502  0.670  4.011  0.4906
H  0.264  1.973  3.496  0.4682
O  0.184  1.892  -1.702  -0.9920
H  0.143  2.821  -1.936  0.4987
H  -0.526  1.340  -2.064  0.5136
O  -2.469  -0.955  2.377  -1.0021
H  -3.208  -0.404  2.121  0.4727
H  -1.594  -0.516  2.339  0.4944
O  3.464  -1.766  0.801  -0.9487
H  2.665  -1.991  0.324  0.4704
H  3.799  -0.942  0.476  0.4694
O  1.876  0.696  0.022  -0.9862
H  2.201  1.585  0.230  0.4748
H  1.083  0.997  -0.460  0.5183
O  -0.063  -1.882  -4.649  -0.9462
H  0.796  -1.555  -4.336  0.4768
H  -0.591  -1.076  -4.594  0.4655
O  -0.461  0.186  1.326  -0.9929
H  0.280  -0.441  1.301  0.5007
H  -0.185  1.060  1.617  0.5146
O  -0.283  3.135  0.961  -0.9689
H  -0.109  3.787  1.646  0.4703
H  -1.250  3.208  0.834  0.5031
O  -4.037  -1.360  -1.362  -0.9888
H  -3.193  -1.202  -1.804  0.4916
H  -4.227  -2.284  -1.215  0.4772
O  0.363  -2.888  3.689  -0.9437
H  1.070  -2.836  4.338  0.4690
H  0.350  -3.818  3.368  0.4757
O  -1.489  -0.536  -1.728  -0.9765
H  -0.928  -1.308  -1.608  0.5146
H  -1.745  -0.109  -0.909  0.4858
O  -3.066  1.870  0.415  -0.9392
H  -3.731  1.713  -0.270  0.4806
H  -2.410  1.211  0.148  0.4613
O  4.079  -0.157  -1.366  -0.9746
H  3.386  0.276  -0.820  0.4818
H  4.927  0.185  -1.045  0.4706

No. 4
Entry from the Open Molecules 2025 dataset: 14 unconnected molecules or ions with the total composition H28O14 in a non-equilibrium geometry (the ωB97M-V functional and the def2-TZVPD basis).

Multiplicity   2
Orbital gap (alpha / beta)   10.77 / 3.03 eV
LUMO energy (alpha / beta)   -3.084 / -10.822 eV
Relative energy (zero: lowest compared OMol25 entry of this formula, charge and spin)   11.86 kcal per mole
Expectation value of S²   0.76
Charge   +1
Molecular weight   252.21 g mol⁻¹

Last column: natural (NBO) charge in e.
CARTESIAN COORDINATES (ANGSTROEM)
O  0.928  1.920  2.136  -0.9900
H  1.826  1.955  1.807  0.5041
H  0.772  2.791  2.501  0.4850
O  -2.577  0.470  -1.751  -0.9901
H  -3.159  1.227  -1.682  0.5122
H  -1.871  0.653  -1.131  0.5004
O  -0.552  0.385  0.007  -1.0006
H  -0.531  -0.536  -0.252  0.5013
H  0.282  0.527  0.455  0.5219
O  -1.037  3.149  0.095  -0.9540
H  -1.010  2.215  0.300  0.4887
H  -0.672  3.575  0.871  0.4820
O  -3.266  -1.680  0.963  -0.9479
H  -3.073  -0.743  0.961  0.4677
H  -4.222  -1.728  0.938  0.4816
O  -2.161  -2.190  -2.658  -0.9196
H  -2.449  -2.293  -3.565  0.4941
H  -2.436  -1.305  -2.418  0.4955
O  0.236  -3.137  1.423  -0.9558
H  0.403  -3.227  0.485  0.4820
H  -0.700  -2.944  1.482  0.4978
O  0.499  -2.118  -1.645  -0.8945
H  -0.402  -2.222  -1.952  0.5089
H  1.039  -2.353  -2.400  0.4935
O  3.820  1.098  1.421  -0.9367
H  3.152  0.531  1.036  0.4673
H  4.299  0.529  2.023  0.4840
O  -1.020  0.240  3.915  -0.9461
H  -0.591  0.437  4.747  0.4718
H  -0.498  0.703  3.260  0.4724
O  0.967  2.712  -1.814  -0.9419
H  0.399  2.943  -1.079  0.4979
H  0.845  3.422  -2.445  0.4823
O  3.225  -1.113  -0.769  -0.7620
H  2.632  -1.076  -0.019  0.4899
H  2.689  -0.840  -1.513  0.4636
O  -0.490  0.361  -3.579  -0.5187
H  0.272  0.801  -3.202  0.5076
H  -1.198  0.534  -2.960  0.5005
O  2.008  -1.080  1.664  -1.0189
H  2.087  -0.692  2.536  0.4988
H  1.535  -1.900  1.809  0.5237